Formula: C7H15NO
Source: the OMol25 dataset
Level of theory: ωB97M-V/def2-TZVPD

Last column: natural (NBO) charge in e.
Positions of all 24 atoms, in Å:
C  -1.389  -0.741  -0.097  0.384
C  0.528  0.690  -0.122  0.080
C  0.666  -0.542  0.540  -0.004
C  -0.185  -1.627  -0.055  -0.523
C  -2.355  -0.716  1.044  -0.687
C  0.640  0.857  -1.611  -0.667
C  0.785  1.950  0.658  -0.656
N  2.642  -0.860  0.376  -1.018
O  -1.938  -0.604  -1.352  -0.692
H  -2.682  0.011  -1.316  0.477
H  0.675  -0.521  1.623  0.216
H  3.160  -0.105  0.828  0.329
H  2.897  -0.818  -0.612  0.325
H  0.141  -1.924  -1.050  0.240
H  -0.264  -2.503  0.587  0.225
H  -1.837  -0.818  1.996  0.230
H  -2.940  0.209  1.062  0.216
H  -3.064  -1.553  0.969  0.218
H  -0.255  1.357  -1.995  0.221
H  0.714  -0.088  -2.144  0.221
H  1.497  1.482  -1.867  0.219
H  1.759  2.371  0.398  0.217
H  0.764  1.783  1.734  0.213
H  0.039  2.710  0.403  0.217

The charge is 0. The spin multiplicity is 1. The total energy comes out at -11035.4915 eV. The energy relative to the best compared isomer or geometry (same formula, charge and spin) comes out at 119.52 kcal per mole. The calculation puts the HOMO-LUMO gap (alpha / beta) at 7.077 / 7.279 eV. The max |F| comes out at 4.0 eV/A.